DFT (ωB97M-V/def2-TZVPD) results for a 2-piece molecular cluster, CH6OS2 overall in a non-equilibrium geometry.

The calculation puts the calculated total energy at -913.22163 Ha. The structure (SMILES) is CO.SS. As for the frontier orbital gap: 0.3162 Ha. For the HOMO energy, the calculation gives -9.42 eV.

Geometry (Å):
S  0.495  1.482  -1.508
S  1.306  3.318  -2.340
H  -0.666  1.734  -2.179
H  2.263  3.605  -3.194
C  -0.682  -1.393  1.410
O  0.160  -2.368  2.084
H  -0.489  -0.496  2.008
H  -0.383  -0.962  0.457
H  -1.799  -1.614  1.295
H  -0.205  -3.306  1.968